1.
{
  "formula": "C6H10N2O",
  "method": "ωB97M-V/def2-TZVPD",
  "elements": ["H", "N", "C", "C", "C", "C", "N", "H", "C", "C", "O", "H", "H", "H", "H", "H", "H", "H", "H"],
  "positions_angstrom": [[-1.69461, 0.09626, 2.76473], [-0.96482, 0.64780, 2.32439], [-0.68514, 0.47645, 1.14437], [0.56646, 1.38331, 0.32244], [1.93281, 1.00030, 0.84239], [-0.46464, -0.56645, 0.14062], [0.06512, -1.72523, 0.36409], [0.47418, -1.82810, 1.29104], [-1.29271, -0.39311, -1.12410], [-0.94237, -1.34688, -2.22494], [-2.15744, 0.44754, -1.20034], [0.25544, 2.37102, 0.67579], [0.56198, 1.47171, -0.77030], [1.93136, 0.89027, 1.92534], [2.66258, 1.76440, 0.57681], [2.26813, 0.06891, 0.38275], [0.10263, -1.20884, -2.51163], [-1.59388, -1.18487, -3.08171], [-1.02508, -2.36448, -1.84174]],
  "forces_ev_per_angstrom": [[0.2212, -0.6213, -0.2710], [-0.8020, 1.5457, 1.1391], [4.5148, -0.1309, -3.6084], [-1.4198, 1.4050, 2.1566], [0.0470, -0.1042, -0.1119], [-3.3650, -2.8496, 1.5631], [0.4781, 1.3380, -0.9098], [-0.3365, 0.1867, 0.1585], [0.5917, -0.0292, -0.7560], [-0.2163, -0.0500, -0.1268], [0.3121, -0.1871, 0.4126], [0.3833, 0.1884, -0.0123], [-0.4965, -0.6202, 0.2110], [0.0116, 0.0050, 0.0404], [0.0412, 0.0360, 0.0233], [0.0294, -0.0929, 0.1161], [-0.0262, 0.0068, 0.0383], [0.0210, -0.0335, 0.0669], [0.0111, 0.0074, -0.1298]],
  "homo_ha": -0.33016,
  "smiles": "[H]/N=C(CC)\\C(=N/[H])C(C)=O",
  "orbital_gap_ev": 9.05,
  "max_force_ev_per_a": 5.8
}

2.
{
  "formula": "C6H10N2O",
  "method": "ωB97M-V/def2-TZVPD",
  "elements": ["C", "C", "C", "C", "C", "C", "H", "H", "H", "H", "H", "H", "H", "H", "H", "H", "N", "N", "O"],
  "positions_angstrom": [[2.83604, 0.03448, -0.09222], [1.51506, 0.15278, 0.34872], [0.60014, -1.02110, -0.01257], [-0.68935, -1.58424, 0.77267], [-1.74192, -1.08363, -0.24666], [-0.67423, 1.04527, -0.28753], [3.37225, 1.05698, -0.69558], [3.49516, -0.34416, 0.60154], [2.86414, -0.98769, -0.92648], [1.21020, 0.77202, 1.16543], [1.67937, -1.65501, -0.56379], [-0.62789, -2.57906, 0.80407], [-0.74984, -0.85812, 1.57539], [-2.86028, -1.38668, -0.27299], [-1.07682, -1.55222, -1.21615], [-1.37046, 2.57554, 1.05725], [-0.55618, 2.06765, 0.42399], [0.37134, 0.26327, -0.70284], [-1.96454, 0.42257, -0.30889]],
  "forces_ev_per_angstrom": [[3.5560, 0.7429, -6.6488], [-5.1632, -0.0758, -0.1375], [2.8202, -0.5326, 0.2542], [1.0764, 6.9698, -2.4717], [-0.8636, -0.8584, -3.4425], [-3.3327, -0.8343, 3.0827], [-1.7519, -3.1796, 1.8775], [1.5200, -0.3171, 1.9984], [0.2708, 3.3218, 1.7491], [0.3406, 0.2199, 0.6314], [-4.7110, 0.4545, 0.8874], [-0.1103, -3.7557, 1.0461], [-0.0805, -1.0908, 1.3029], [2.2360, -0.2136, 0.4404], [-3.0761, 1.6533, 1.4728], [2.2168, -2.3589, -3.0641], [-0.6884, 3.1489, 2.0092], [2.7900, -0.7213, -0.4135], [2.9507, -2.5732, -0.5738]],
  "homo_ha": -0.32554,
  "orbital_gap_ev": 9.75,
  "max_force_ev_per_a": 7.6
}

3.
{
  "formula": "C6H10N2O2",
  "method": "ωB97M-V/def2-TZVPD",
  "elements": ["C", "C", "C", "C", "N", "O", "N", "C", "C", "O", "H", "H", "H", "H", "H", "H", "H", "H", "H", "H"],
  "positions_angstrom": [[-1.67481, -0.02216, 0.68201], [-0.23745, -0.22638, 0.24995], [0.00890, -0.05793, -1.23708], [-0.34466, 1.30883, -1.79460], [0.43956, 2.36215, -1.51543], [-0.99672, 1.42299, -2.84873], [0.79390, 0.20817, 1.18006], [0.63808, -1.22722, 0.95338], [0.11993, -2.03011, 2.09033], [0.08061, -3.23955, 2.08036], [-1.77070, -0.01605, 1.77367], [-2.06096, 0.93579, 0.30793], [-2.30551, -0.82526, 0.27651], [1.06990, -0.23021, -1.47428], [-0.57415, -0.79800, -1.80111], [0.52219, 2.63214, -0.54387], [0.37494, 2.99590, -2.40405], [1.63222, 0.54745, 0.71240], [1.37541, -1.74913, 0.33792], [-0.24164, -1.45106, 2.96854]],
  "forces_ev_per_angstrom": [[-0.0752, -0.0213, 0.0739], [0.1287, -0.2031, -0.0346], [-0.5354, -0.3371, 0.4845], [-0.3493, -0.6506, -3.8744], [0.4032, 1.6667, -0.9615], [0.0433, -1.0134, 1.4931], [0.1757, 0.3182, 0.1708], [0.0894, -0.1070, -0.3277], [-0.1691, -0.5534, 0.2513], [0.0734, 0.6237, -0.0317], [0.0737, -0.0195, -0.2636], [0.0820, -0.1885, 0.0434], [0.1200, 0.2213, 0.0811], [-0.2667, 0.1373, 0.1003], [0.0423, 0.2728, 0.1715], [0.4216, 0.5772, -0.3752], [0.0968, -0.7231, 3.0625], [-0.1794, -0.0454, -0.0041], [-0.2357, 0.0973, 0.1350], [0.0608, -0.0521, -0.1945]],
  "homo_ha": -0.36247,
  "smiles": "C[C@@]1(CC(N)=O)N[C@H]1C=O",
  "orbital_gap_ev": 10.41,
  "max_force_ev_per_a": 3.9
}

4.
{
  "formula": "C6H10N2O2S",
  "method": "ωB97M-V/def2-TZVPD",
  "elements": ["C", "C", "C", "C", "C", "C", "N", "N", "O", "O", "S", "H", "H", "H", "H", "H", "H", "H", "H", "H", "H"],
  "positions_angstrom": [[-0.70753, -0.55914, -3.13191], [0.28583, -0.03659, -2.33440], [-1.67821, 0.76959, -1.75946], [-0.41675, -1.34133, 1.10001], [0.98174, 0.11982, 2.72771], [0.86795, -0.73085, 1.56360], [-1.89681, 0.01008, -2.79706], [-0.36757, 0.77491, -1.44473], [1.66017, 2.18431, -0.64570], [-0.43264, 2.24018, 0.73083], [0.53573, 1.48298, 0.02230], [-0.50360, -1.29849, -3.88968], [1.37944, -0.11822, -2.42512], [-2.47661, 1.22142, -1.37999], [-0.21763, -1.88427, 0.15448], [-0.68211, -1.84345, 2.02351], [-1.13060, -0.63112, 0.96153], [1.65982, 0.97075, 2.79586], [1.26823, -0.62182, 3.65089], [-0.01307, 0.46183, 2.85002], [1.88421, -1.17058, 1.22732]],
  "forces_ev_per_angstrom": [[1.3739, 0.5340, 0.3147], [0.1773, -0.6345, -0.4395], [2.2453, -2.1487, -2.1879], [3.5985, -1.1869, 0.2721], [-0.0487, -1.7345, 2.7475], [2.5750, 0.9862, -2.7847], [-0.6431, -1.1920, -0.6561], [1.2868, 1.2509, 1.7714], [-1.6345, -1.1158, 1.2690], [-1.3508, 0.8367, 0.8314], [2.8037, -1.5045, -2.6348], [-0.5547, 0.1545, -0.3045], [-0.7990, 0.0670, 0.4450], [-2.4832, 2.3529, 2.3458], [-0.5521, -0.2316, 0.9533], [-0.5547, -1.1961, -0.1434], [-2.1142, 2.2026, -0.4282], [0.2756, -0.4296, -0.5338], [-0.7127, 1.6155, -1.9170], [-0.9576, 0.7720, 0.9817], [-1.9307, 0.6018, 0.0979]],
  "homo_ha": [-0.32026, -0.32026],
  "orbital_gap_ev": [6.87, 6.87],
  "max_force_ev_per_a": 4.1
}

5.
{
  "formula": "C6H10N2O4",
  "method": "ωB97M-V/def2-TZVPD",
  "elements": ["O", "C", "C", "O", "C", "N", "O", "H", "H", "H", "C", "C", "N", "C", "O", "H", "H", "H", "H", "H", "H", "H"],
  "positions_angstrom": [[-0.87336, -0.74742, -1.75294], [-0.44580, -0.46285, -2.86679], [1.01943, -0.77191, -3.18870], [1.32536, -0.23722, -4.38371], [1.71390, -1.71062, -2.49577], [1.86883, -2.73140, -1.81886], [2.54252, -2.84603, -0.67207], [-1.08225, 0.15275, -3.56127], [2.23531, -0.62802, -4.68474], [2.56746, -1.99207, -0.17066], [-1.30382, 0.97044, 2.13533], [-0.89577, 0.93368, 0.66425], [0.17642, -0.03175, 0.53881], [1.44956, 0.33482, 0.53514], [2.46542, -0.29134, 0.35536], [-1.38081, -0.05071, 2.39000], [-0.56825, 1.25420, 2.96899], [-2.19128, 1.59099, 2.43482], [-1.81825, 0.73857, 0.07849], [-0.57305, 1.88863, 0.28900], [-0.22472, -0.97506, 0.51783], [1.55159, 1.41775, 0.71232]],
  "forces_ev_per_angstrom": [[-0.3067, -0.0218, -1.7866], [1.0525, -0.1094, 2.5478], [-1.4343, -1.7360, 0.8374], [3.6590, -0.5666, -1.8751], [-1.6133, 1.6118, -0.1124], [-0.1330, -0.0133, -1.0198], [0.2928, -0.1471, 0.8616], [0.7904, -0.6491, -0.0038], [-2.5240, 1.1922, 0.6524], [-0.0050, 0.4204, -0.4620], [0.3299, 1.6190, 1.9610], [-0.5013, 1.1498, 1.0604], [-1.6321, -0.8853, -0.1283], [-0.3505, 1.5426, 0.0671], [0.8101, -1.6245, -0.0971], [-1.1163, -1.3147, 0.4698], [-0.1308, 0.1943, -1.8121], [0.4364, -0.9097, -0.7787], [0.9197, -0.6361, 0.0981], [0.3975, 0.4963, -0.0531], [1.2728, 0.2548, -0.3706], [-0.2138, 0.1323, -0.0560]],
  "homo_ha": -0.31161,
  "smiles": "O=CC(O)=C=NO.CCNC=O",
  "orbital_gap_ev": 8.63,
  "max_force_ev_per_a": 4.2
}

6.
{
  "formula": "C6H10N2O4",
  "method": "ωB97M-V/def2-TZVPD",
  "elements": ["O", "C", "O", "N", "C", "C", "N", "C", "H", "H", "H", "H", "C", "C", "O", "O", "H", "H", "H", "H", "H", "H"],
  "positions_angstrom": [[-0.10993, -3.15803, -0.26895], [0.00706, -2.05525, -0.75909], [0.84826, -1.37935, -1.28050], [-1.32371, -1.25109, -0.65619], [-1.46782, 0.10951, -0.79605], [-2.78022, 0.40206, -0.60002], [-3.41114, -0.80320, -0.34791], [-2.50059, -1.78289, -0.38230], [-0.62304, 0.74299, -1.01707], [-3.27512, 1.35871, -0.60725], [-4.38837, -0.93070, -0.14544], [-2.66820, -2.83754, -0.22258], [1.45544, 0.91204, 1.15671], [2.64943, 0.69623, 0.25891], [3.49513, 1.85349, 0.25424], [0.69990, 2.04256, 0.73199], [0.79843, 0.04339, 1.12161], [1.78570, 1.06398, 2.19370], [2.31208, 0.55255, -0.76448], [3.21208, -0.18829, 0.56718], [3.93695, 1.90530, 1.10775], [1.34772, 2.70353, 0.45574]],
  "forces_ev_per_angstrom": [[-0.2842, -0.4043, 0.0853], [0.0756, -0.8227, 0.4294], [1.1266, 0.8375, -0.6375], [-1.1767, 0.4341, 0.1707], [-0.1478, -0.0809, -0.0940], [0.3497, 0.0577, -0.0337], [0.0181, 0.0661, 0.0293], [0.1781, 0.0471, -0.0198], [-0.0780, -0.0735, 0.0955], [-0.1220, -0.1875, 0.0278], [0.0264, -0.0037, -0.0324], [0.0318, 0.1502, 0.0225], [-0.0103, 0.1959, 0.0426], [0.1634, 0.0005, -0.0086], [-0.1572, 0.0265, 0.0114], [0.0055, -0.0618, -0.0913], [0.0203, -0.0226, 0.0309], [-0.0183, -0.0885, 0.0014], [0.0534, -0.0381, -0.0184], [-0.0739, -0.0649, -0.0298], [0.0213, 0.0102, -0.0110], [-0.0017, 0.0229, 0.0296]],
  "homo_ha": -0.35593,
  "orbital_gap_ev": 9.91,
  "max_force_ev_per_a": 1.5
}

7.
{
  "formula": "C6H10N2S",
  "method": "ωB97M-V/def2-TZVPD",
  "elements": ["C", "N", "C", "C", "C", "N", "C", "C", "S", "H", "H", "H", "H", "H", "H", "H", "H", "H", "H"],
  "positions_angstrom": [[1.01302, 2.51481, 0.10373], [0.16599, 1.37625, 0.28090], [-1.08097, 1.35029, -0.26556], [-1.83417, 0.24832, -0.26549], [-1.28100, -1.01687, 0.31181], [0.13659, -1.15875, 0.00214], [0.65792, -2.50603, -0.05816], [0.98717, -0.15925, 0.03592], [2.59163, -0.13390, -0.09579], [0.75704, 3.26621, 0.85376], [2.04874, 2.20958, 0.26255], [0.93072, 2.95926, -0.89487], [-1.44786, 2.28508, -0.67268], [-2.82476, 0.23650, -0.68175], [-1.40413, -1.03539, 1.40699], [-1.80209, -1.88390, -0.10109], [-0.06226, -3.15706, -0.55136], [1.59189, -2.50663, -0.61856], [0.85653, -2.88852, 0.94750]],
  "forces_ev_per_angstrom": [[0.1359, 0.3820, 0.0116], [1.9052, -3.9840, -0.2575], [-0.5875, -0.0669, -0.0432], [0.0313, -0.1473, -0.0125], [-0.4642, 0.4491, 0.1633], [0.0641, -0.0156, -0.0653], [0.2307, -0.3973, -0.1141], [-1.7783, 3.6355, 0.5157], [0.6437, -0.1397, -0.0337], [0.0403, 0.0463, -0.0477], [-0.1109, 0.0993, -0.0167], [0.0318, -0.0405, 0.0134], [-0.0240, 0.0672, -0.0544], [-0.1135, 0.0762, -0.1250], [0.0379, -0.0758, -0.0943], [0.1175, 0.0766, 0.0865], [-0.0490, 0.0587, 0.0172], [-0.1114, -0.0319, 0.0755], [0.0004, 0.0083, -0.0188]],
  "homo_ha": -0.29032,
  "smiles": "CN1C=CCN(C)C1=S",
  "orbital_gap_ev": 8.75,
  "max_force_ev_per_a": 4.4
}

8.
{
  "formula": "C6H10N2S",
  "method": "ωB97M-V/def2-TZVPD",
  "elements": ["C", "C", "C", "C", "C", "C", "N", "N", "S", "H", "H", "H", "H", "H", "H", "H", "H", "H", "H"],
  "positions_angstrom": [[1.09727, 0.82475, 0.48599], [-2.25037, 0.06400, -0.07500], [-0.99310, -1.95287, 1.16412], [3.90977, -0.38034, -0.84833], [0.18747, 1.59119, 1.00727], [-2.64069, 0.96252, -1.19992], [1.80212, 0.07122, -0.14335], [2.89273, -0.60478, -0.12837], [-1.33057, -1.25002, -0.49249], [-1.84898, -1.78086, 1.80199], [-0.11201, -1.45812, 1.56513], [4.70474, -1.10423, -0.79958], [4.03756, 0.49002, -1.48876], [-0.79631, -3.01241, 1.04097], [-0.47279, 1.23805, 1.77888], [0.06449, 2.60856, 0.68690], [-2.16235, 1.92245, -1.00234], [-3.71775, 1.13115, -1.14456], [-2.37122, 0.63972, -2.20854]],
  "forces_ev_per_angstrom": [[0.8927, -0.3415, -0.2430], [0.1659, -0.2780, 0.0738], [0.1658, 0.0455, -0.6247], [-0.0810, 0.4684, -0.0950], [-0.2807, 0.4380, 0.3961], [0.0887, -0.3990, -0.1424], [-1.8421, 0.9656, -0.7534], [1.4690, -1.3553, 0.7477], [-0.4444, 0.3781, 0.6246], [-0.1605, 0.0641, -0.0076], [0.0356, -0.0464, 0.0392], [0.1402, -0.0985, 0.0911], [-0.2114, 0.0296, -0.0687], [0.0492, -0.1457, 0.0713], [-0.1102, -0.2202, 0.0834], [0.1496, 0.2710, -0.0862], [-0.0401, 0.1194, 0.0361], [0.0157, 0.0842, 0.0130], [-0.0021, 0.0207, -0.1552]],
  "homo_ha": -0.28943,
  "orbital_gap_ev": 8.52,
  "max_force_ev_per_a": 2.2
}

9.
{
  "formula": "C6H10N3",
  "method": "ωB97M-V/def2-TZVPD",
  "elements": ["C", "C", "C", "C", "C", "C", "N", "N", "N", "H", "H", "H", "H", "H", "H", "H", "H", "H", "H"],
  "positions_angstrom": [[1.03253, -1.35477, 0.01476], [-0.81234, 0.83806, -0.17263], [0.62214, 1.26530, 0.21231], [-0.36498, -1.46125, -0.17610], [2.84862, 0.53125, -0.51095], [-2.61569, -0.63432, -0.08196], [1.78195, -2.08363, 0.62695], [1.64080, 0.40091, -0.16259], [-1.13716, -0.38226, -0.13723], [-1.67099, 1.46184, -0.22939], [0.78033, 2.24853, -0.20273], [0.60217, 1.32683, 1.32474], [-0.76271, -2.44268, -0.23074], [3.51883, -0.41774, -0.56538], [3.24937, 1.54553, -0.87863], [2.82036, -2.17230, 0.47911], [-3.22581, 0.10664, -0.65402], [-2.81013, -0.56867, 1.04580], [-2.74577, -1.64397, -0.42442]],
  "forces_ev_per_angstrom": [[-1.5189, 0.5383, 1.4212], [2.0554, 1.3384, 0.9182], [-2.2969, 1.8121, -0.0801], [2.6325, 0.0120, 0.1659], [0.5060, 0.5130, -0.9522], [0.0766, 0.2539, 1.6965], [3.0379, -1.4708, -0.6403], [0.9073, -3.2901, -0.7059], [-2.5026, -0.6386, -1.4682], [0.1863, 1.2289, 0.1122], [0.1374, 0.6141, 0.1191], [0.1982, 0.0422, -0.5348], [-0.3789, -0.4167, 0.0196], [-1.2494, 1.7724, -0.0381], [-0.3529, -1.5209, 0.9856], [-1.5218, 0.3000, 0.4212], [0.8130, -0.6488, 0.4669], [-0.2407, -0.1808, -1.7374], [-0.4882, -0.2584, -0.1693]],
  "homo_ha": [-0.43727, -0.43729],
  "total_charge": 1,
  "orbital_gap_ev": [7.76, 7.76],
  "max_force_ev_per_a": 3.5
}

10.
{
  "formula": "C6H10N3",
  "method": "ωB97M-V/def2-TZVPD",
  "elements": ["C", "C", "N", "C", "C", "N", "N", "C", "C", "H", "H", "H", "H", "H", "H", "H", "H", "H", "H"],
  "positions_angstrom": [[2.39567, -0.40673, -0.15216], [1.28180, -0.50011, -0.98290], [1.16551, -0.65270, -2.38195], [-0.04537, -0.12594, -2.69873], [-0.70646, 0.40038, -1.61440], [0.06040, -0.00586, -0.48410], [-0.24965, -0.08736, 0.84512], [-1.04476, 0.73814, 1.53553], [-1.76497, 0.29620, 2.62168], [2.39910, 0.20370, 0.81884], [3.48304, -0.70225, -0.43324], [1.98634, -0.76742, -3.00323], [-0.46037, -0.04463, -3.67080], [-1.73628, 0.63131, -1.45935], [0.08808, -0.96715, 1.25483], [-1.26938, 1.61583, 0.94378], [-2.18441, 1.05498, 3.28801], [-0.96680, -0.18191, 3.26535], [-2.43150, -0.49847, 2.30775]],
  "forces_ev_per_angstrom": [[1.0189, 0.0190, -0.4022], [3.4382, 1.2419, 2.2687], [0.4025, -0.4492, 1.4916], [-1.6506, 1.8193, 0.8096], [0.4006, -1.6453, -0.2153], [0.2756, -0.0917, -0.2888], [-0.6955, 0.5455, -0.2101], [2.2688, 0.2723, -5.8583], [0.5621, -1.4607, 4.3663], [-0.5588, -1.2174, -1.5830], [-2.3880, 0.2677, 0.1730], [-1.0541, 0.1735, 0.7919], [0.1093, -0.2099, -0.7919], [-0.3502, 0.3487, -0.3346], [0.0433, 0.2173, 0.0220], [-0.0241, 0.3949, 0.2363], [-0.3071, -0.1062, -0.6222], [-0.9470, -0.1216, -0.1340], [-0.5438, 0.0017, 0.2809]],
  "homo_ha": [-0.40903, -0.40902],
  "smiles": "C=C1NC=CN1/[NH+]=C/C",
  "total_charge": 1,
  "orbital_gap_ev": [6.38, 6.38],
  "max_force_ev_per_a": 6.3
}

Which formula does entry 5 have?
C6H10N2O4